Record 1
Entry from the Open Molecules 2025 dataset: the molecule C2H2N2O (the ωB97M-V functional and the def2-TZVPD basis).

XYZ file:
```
7
Properties=species:S:1:pos:R:3:lowdin_charge:R:1
C -0.97744 -0.73820 -0.09023 -0.100
C -2.12457 -0.17895 -0.06265 -0.214
N 0.39684 0.07537 0.12242 -0.027
N 0.30930 1.28366 -0.07855 0.044
O -3.12776 0.45386 0.06174 0.157
H -0.71737 -1.77625 0.22242 0.106
H 1.16252 1.69370 0.16076 0.033
```

Kohn-Sham gap (eV): 9.6
Relative energy (zero: lowest compared OMol25 entry of this formula, charge and spin) (eV): 3.115
SMILES: [H]/N=N/C=C=O
Maximum force (hartree/bohr): 0.10596
Total energy (eV): -7130.729

---

Record 2
Entry from the Open Molecules 2025 dataset: a structure of composition C22H27Cl3NO6P2V (the ωB97M-V functional and the def2-TZVPD basis).

XYZ file:
```
62
Properties=species:S:1:pos:R:3:lowdin_spin:R:1
V -0.09096 -0.23303 0.40442 0.999
O -1.34953 -0.76341 2.52754 0.004
C -0.51152 -0.37777 3.63940 0.000
C 0.87851 -0.93347 3.46402 -0.001
N 1.50418 -0.41622 2.23902 -0.001
C 1.91340 0.99959 2.43099 0.001
C 0.84918 1.96328 1.92831 0.001
O 0.86696 3.12785 2.13253 -0.002
O -0.07880 1.31526 1.18681 -0.003
C 2.62867 -1.26874 1.78799 0.000
C 3.04499 -0.88499 0.37962 0.002
O 4.21731 -0.68885 0.12405 0.005
O 2.04388 -0.76118 -0.46195 0.043
H -1.39545 -1.72412 2.53894 0.000
H -0.51398 0.70827 3.66660 0.000
H -0.93382 -0.72972 4.57576 0.000
H 1.48511 -0.69692 4.34174 0.000
H 0.82080 -2.00677 3.38568 0.000
H 2.11556 1.24996 3.46918 0.000
H 2.82134 1.20105 1.86251 0.000
H 3.49055 -1.18092 2.44264 0.000
H 2.29727 -2.30560 1.76320 0.000
Cl -0.51909 -7.40019 -1.99575 0.000
C -0.49251 -5.80204 -1.35395 0.000
C -0.41094 -4.72581 -2.20760 0.000
C -0.37707 -3.44995 -1.68748 0.000
Cl -0.29281 -2.10225 -2.76020 0.001
C -0.41066 -3.20160 -0.29638 -0.002
O -0.30467 -1.89254 0.19106 -0.008
C -0.53366 -4.33243 0.51797 0.000
Cl -0.67349 -4.16254 2.24000 0.000
C -0.56227 -5.61222 0.00466 0.000
H -0.36569 -4.87363 -3.28064 0.000
H -0.63471 -6.46507 0.66722 0.000
C -2.79512 0.25754 -2.29075 -0.003
P -1.98391 0.71224 -0.72939 -0.008
C -3.35823 0.82092 0.45202 0.002
C -1.42957 2.40412 -1.09579 -0.001
C -2.32711 3.46736 -1.08848 0.000
C -1.87570 4.75874 -1.31870 0.000
C -0.53371 4.97916 -1.58593 0.000
C 0.35894 3.91414 -1.62896 -0.001
C -0.07009 2.61219 -1.37619 -0.005
P 1.08474 1.15541 -1.26161 -0.017
C 1.30650 0.73397 -3.01420 -0.005
C 2.64241 2.01133 -0.87106 0.002
H -3.58800 0.98494 -2.46050 -0.001
H -3.21793 -0.74660 -2.23917 0.000
H -2.08805 0.30763 -3.11389 0.000
H -4.20528 1.35345 0.02575 0.000
H -3.01523 1.31656 1.35601 0.000
H -3.66291 -0.19159 0.70706 0.000
H -3.37839 3.29457 -0.88201 0.000
H -2.57165 5.58903 -1.28146 0.000
H -0.17338 5.98738 -1.75768 0.000
H 1.39868 4.12362 -1.84693 0.000
H 1.76289 1.59569 -3.49912 -0.001
H 0.35448 0.52513 -3.49847 0.000
H 1.96786 -0.12604 -3.09830 0.000
H 2.52916 2.66954 -0.00977 0.000
H 2.89074 2.61242 -1.74349 0.000
H 3.45176 1.30383 -0.71691 0.000
```

Kohn-Sham gap (alpha / beta) (eV): 7.5 / 8.4
Multiplicity: 2
Charge: +1
Maximum force (hartree/bohr): 0.10279
Total energy (eV): -118856.481

---

Record 3
Entry from the Open Molecules 2025 dataset: a structure of composition C3H6N2OS (the ωB97M-V functional and the def2-TZVPD basis).

XYZ file:
```
13
Properties=species:S:1:pos:R:3:lowdin_charge:R:1
C 1.12440 -0.54586 0.16688 -0.603
C -0.04017 -1.44502 0.36156 -0.195
C -2.19705 0.03101 -0.53001 -0.434
N 0.53774 0.68898 0.14865 -0.334
N 1.25182 1.82095 0.41127 0.001
O 2.30865 -0.69458 -0.12667 0.035
S -1.16526 0.04551 0.71412 1.006
H -0.38822 -2.14177 -0.39033 0.098
H 0.15319 -1.97312 1.32216 0.106
H -3.18583 0.60771 -0.51541 0.027
H -1.78386 -0.16795 -1.54131 0.022
H 1.15280 2.46318 -0.50565 0.144
H 2.23178 1.31095 0.48472 0.128
```

Kohn-Sham gap (eV): 9.1
Relative energy (zero: lowest compared OMol25 entry of this formula, charge and spin) (eV): 4.971
Maximum force (hartree/bohr): 0.06568
Total energy (eV): -19067.196

---

Record 4
Entry from the Open Molecules 2025 dataset: a cluster of 2 separate species, C3H8N2O2 in total (the ωB97M-V functional and the def2-TZVPD basis).

XYZ file:
```
15
Properties=species:S:1:pos:R:3:lowdin_charge:R:1
N -2.17242 1.06206 0.91019 0.039
C -0.60060 -0.28292 -0.75490 -0.580
O -1.54591 -0.47850 -1.45303 0.144
N 0.46813 0.64616 -0.97163 0.068
C 1.59272 -0.22783 -0.63204 -0.169
C 1.10741 -0.93811 0.62786 -0.142
O -0.29381 -1.07453 0.34598 -0.026
H -2.73961 0.54913 0.24482 0.019
H -1.75549 1.84367 0.41889 0.017
H 0.40171 1.39523 -0.27768 0.123
H 2.53088 0.31405 -0.54857 0.124
H 1.65841 -0.95493 -1.44812 0.130
H 1.27940 -0.33878 1.53298 0.126
H 1.52226 -1.93703 0.77447 0.126
H -1.45309 0.42233 1.23078 0.001
```

Kohn-Sham gap (eV): 10.5
Relative energy (zero: lowest compared OMol25 entry of this formula, charge and spin) (eV): 1.499
SMILES: O=C1NCCO1.N
Maximum force (hartree/bohr): 0.01210
Total energy (eV): -10315.453

---

Record 5
Entry from the Open Molecules 2025 dataset: a structure of composition C29H67AlN2O11P (the ωB97M-V functional and the def2-TZVPD basis).

XYZ file:
```
111
Properties=species:S:1:pos:R:3:lowdin_charge:R:1
C 1.05343 -1.34839 1.53878 -0.092
C 0.50980 -2.01595 0.16027 -0.290
O -0.82096 -2.56959 0.37281 -0.271
P -1.93497 -2.09447 -0.84291 0.736
O -3.36325 -2.24310 -0.20003 -0.393
C -1.86233 -3.29244 -2.33759 -0.283
C -1.89313 -2.48771 -3.74822 -0.262
Al -0.06990 -2.28652 -4.66140 0.281
C 1.40182 -3.11994 -3.46214 -0.174
C -0.19253 -3.36542 -6.44069 -0.241
C 1.19433 -4.17277 -6.58780 -0.312
C 1.51189 -4.71115 -8.07866 -0.179
C 2.35641 -6.10490 -7.89971 -0.198
N 3.81018 -5.84823 -7.63833 -0.136
C 4.69033 -6.32272 -8.74864 -0.116
C 4.24894 -6.30017 -6.31227 -0.367
C 5.36334 -7.39934 -5.98678 -0.034
O 3.64033 -5.78849 -5.29995 -0.012
N 0.38815 -0.48410 -5.16941 -0.086
C 1.62355 0.02271 -4.49337 -0.191
C -0.73371 0.44119 -5.06074 -0.442
C -0.51602 1.93543 -4.44272 -0.048
O -1.93428 0.19417 -5.46342 -0.076
O -1.78527 -0.45393 -1.30428 -0.286
C -2.09656 0.46307 -0.21855 -0.258
C -0.77971 1.36569 0.14077 -0.078
H 0.17535 -1.24259 2.28543 0.071
H 1.81519 -2.05094 2.03617 0.071
H 1.56350 -0.34577 1.30916 0.070
H 0.59053 -1.26346 -0.69882 0.104
H 1.22361 -2.88772 -0.10630 0.117
H -1.02055 -4.06254 -2.24884 0.071
H -2.85430 -3.89519 -2.29304 0.093
H -2.58488 -3.10852 -4.44768 0.063
H -2.45157 -1.50300 -3.55514 0.042
H 1.03303 -3.30230 -2.37267 -0.022
H 1.77259 -4.13836 -3.84581 0.001
H 2.33276 -2.44575 -3.35635 -0.003
H -0.23644 -2.58869 -7.29349 0.052
H -1.13400 -4.01789 -6.47169 0.044
H 1.10945 -5.11564 -5.91517 0.093
H 2.09518 -3.54266 -6.23674 0.101
H 2.21292 -3.97897 -8.64271 0.110
H 0.56569 -4.85427 -8.71422 0.103
H 1.86547 -6.77702 -7.11497 0.124
H 2.24762 -6.64500 -8.92025 0.107
H 4.92471 -7.45738 -8.67397 0.088
H 5.64579 -5.68105 -8.72882 0.099
H 4.18167 -6.17489 -9.76591 0.090
H 6.04890 -6.93554 -5.17174 0.094
H 6.05274 -7.67813 -6.85397 0.057
H 4.89243 -8.32728 -5.47365 0.099
H 1.52250 0.11285 -3.34554 0.084
H 2.46474 -0.73536 -4.74694 0.077
H 1.98775 1.02481 -4.95805 0.079
H -1.42664 2.61513 -4.64495 0.081
H -0.18887 1.91379 -3.34709 0.062
H 0.34536 2.39165 -5.07772 0.069
H -2.44056 -0.03815 0.75167 0.104
H -2.92493 1.17029 -0.61752 0.131
H 0.03105 1.20689 -0.66092 0.075
H -1.05720 2.47382 0.26944 0.065
H -0.35484 1.00947 1.16109 0.060
C -4.19358 -1.45568 3.63497 -0.098
O -3.62220 -1.77999 4.89688 -0.196
C -2.21393 -1.56260 4.92100 -0.196
C -1.86273 -0.24319 5.60187 -0.199
O -2.34338 0.87138 4.85217 -0.206
C -3.55113 1.40145 5.38096 -0.106
H -5.27690 -1.37839 3.75980 0.089
H -3.82246 -0.50622 3.24627 0.077
H -3.98081 -2.25310 2.91699 0.091
H -1.79636 -1.60514 3.90903 0.116
H -1.77387 -2.38399 5.49767 0.124
H -0.77305 -0.15185 5.64806 0.120
H -2.24546 -0.21538 6.62890 0.125
H -3.33076 1.99763 6.27228 0.070
H -4.27101 0.61803 5.63284 0.087
H -3.99790 2.05191 4.62635 0.092
C -3.02920 4.83891 8.34075 -0.111
O -2.10580 3.77090 8.18371 -0.199
C -1.28441 3.92881 7.02746 -0.203
C 0.09449 4.47039 7.39155 -0.188
O 0.01367 5.79903 7.90559 -0.190
C 0.08525 5.83714 9.32417 -0.113
H -3.42238 4.80287 9.36014 0.089
H -2.56266 5.81266 8.18378 0.083
H -3.86128 4.71358 7.64064 0.086
H -1.77522 4.56818 6.28545 0.127
H -1.16451 2.93446 6.58280 0.115
H 0.70313 4.51551 6.48374 0.106
H 0.60267 3.80932 8.10316 0.128
H 1.12175 5.69362 9.64463 0.086
H -0.55063 5.07862 9.78896 0.083
H -0.25057 6.82151 9.65593 0.088
C 2.38725 6.97144 2.84799 -0.113
O 1.01642 7.32864 2.74291 -0.195
C 0.40892 6.80906 1.56117 -0.196
C -0.40556 5.55275 1.85715 -0.195
O 0.43011 4.47798 2.28164 -0.194
C 0.42213 4.31097 3.69276 -0.116
H 2.71003 7.15627 3.87595 0.089
H 2.55720 5.91905 2.61563 0.083
H 2.98432 7.59656 2.17643 0.086
H 1.16146 6.61649 0.78879 0.126
H -0.26647 7.58415 1.18221 0.123
H -0.89806 5.22928 0.93517 0.120
H -1.18529 5.75556 2.60054 0.126
H -0.50410 3.81483 3.99954 0.084
H 0.52049 5.26395 4.22075 0.078
H 1.26674 3.67502 3.96560 0.094
```

Kohn-Sham gap (eV): 6.6
Charge: -1
Maximum force (hartree/bohr): 0.10443
Total energy (eV): -72543.886

---

Record 6
Entry from the Open Molecules 2025 dataset: the molecule C20H20FN3O3S2 (the ωB97M-V functional and the def2-TZVPD basis).

XYZ file:
```
49
Properties=species:S:1:pos:R:3:lowdin_charge:R:1
C -0.72943 2.13943 -4.01502 -0.053
C -1.30557 0.99616 -3.23483 -0.279
C -1.23904 0.96449 -1.84884 -0.037
C -1.75560 -0.09762 -1.13061 -0.084
C -2.33432 -1.16110 -1.80535 -0.512
C -2.42610 -1.13977 -3.19037 -0.105
C -1.91638 -0.06635 -3.89349 -0.049
H -1.98435 -0.05620 -4.97207 0.113
H -2.89205 -1.96565 -3.70679 0.101
S -2.99511 -2.56487 -0.92805 1.004
C -1.85059 -2.60241 0.40979 -0.448
C -0.51278 -2.88185 0.31006 -0.235
N 0.00675 -2.64195 1.56562 -0.012
C 1.34071 -2.53173 1.89925 -0.397
O 2.22499 -3.07187 1.28205 0.120
C 1.60834 -1.52081 3.00932 -0.134
N 2.15511 -0.33240 2.36138 -0.101
S 1.12012 0.32540 1.19348 0.666
O 1.27230 -0.35760 -0.06079 -0.274
O -0.18682 0.40858 1.76414 -0.260
C 1.80436 1.96737 1.04111 -0.281
C 1.80046 2.79021 2.15186 -0.046
C 2.31121 4.07181 2.04806 0.014
C 2.80675 4.48945 0.82203 -0.264
C 2.80710 3.67299 -0.29739 0.013
C 2.29619 2.39157 -0.17852 -0.046
H 2.26599 1.71201 -1.01557 0.116
H 3.19840 4.04249 -1.23180 0.123
F 3.30307 5.73285 0.71566 0.074
H 2.32852 4.74554 2.88974 0.123
H 1.39384 2.41730 3.07732 0.121
H 3.03383 -0.55030 1.90663 0.115
H 0.67858 -1.23906 3.50256 0.103
H 2.34058 -1.90076 3.72282 0.134
N -0.96606 -2.26819 2.43605 0.129
C -2.08850 -2.24676 1.77018 -0.344
C -3.39007 -1.89556 2.38077 -0.024
H -4.06843 -2.74630 2.32821 0.084
H -3.84150 -1.07165 1.83025 0.081
H -3.24307 -1.60637 3.41648 0.081
C 0.30253 -3.26568 -0.85766 -0.004
H 0.90461 -4.14462 -0.63764 0.089
H 0.97738 -2.44458 -1.10323 0.080
H -0.34890 -3.46373 -1.70566 0.078
H -1.68624 -0.09135 -0.05404 0.088
H -0.77882 1.78025 -1.30832 0.108
H -0.42472 2.94631 -3.35296 0.071
H 0.14173 1.80810 -4.58028 0.081
H -1.45902 2.52480 -4.72555 0.079
```

Kohn-Sham gap (eV): 8.4
Relative energy (zero: lowest compared OMol25 entry of this formula, charge and spin) (eV): 0.000
SMILES: Cc1ccc(Sc2c(C)nn(C(=O)CNS(=O)(=O)c3ccc(F)cc3)c2C)cc1
Maximum force (hartree/bohr): 0.02462
Total energy (eV): -56065.188

---

Record 7
Entry from the Open Molecules 2025 dataset: a structure of composition C20H11Br4FN2O8Sm (the ωB97M-V functional and the def2-TZVPD basis).

XYZ file:
```
47
Properties=species:S:1:pos:R:3:lowdin_spin:R:1
Sm 0.60441 0.43488 0.06412 5.039
Br -6.49386 0.61659 -0.47576 0.000
C -4.71486 0.00573 -0.26182 0.001
C -4.45307 -1.28734 0.16352 -0.001
Br -5.86307 -2.48349 0.56134 0.000
C -3.11972 -1.71151 0.30126 0.000
Br -2.69059 -3.46640 0.87322 0.000
C -2.03971 -0.87825 0.00919 0.001
O -0.77477 -1.25912 0.10309 -0.007
C -2.31289 0.46757 -0.40075 0.002
O -1.29215 1.28139 -0.61908 -0.010
C -3.64060 0.86887 -0.53257 -0.001
Br -3.89522 2.66667 -1.06983 0.000
C 0.00532 4.43133 1.99217 0.000
C 0.42133 3.44048 0.93708 0.001
O 0.69625 2.29922 1.33489 -0.006
C 0.50869 3.84971 -0.45700 0.000
C -0.00629 5.10798 -0.83718 0.000
C 0.02957 5.56327 -2.12694 0.000
C 0.61846 4.74612 -3.10787 0.000
C 1.14318 3.52656 -2.78439 0.000
C 1.10127 3.02347 -1.46135 0.001
O 1.61370 1.85593 -1.22224 -0.005
H 0.06828 3.94465 2.96031 0.000
H -1.02440 4.75571 1.81970 0.000
H 0.64453 5.31647 1.97665 0.000
H -0.46633 5.73280 -0.08103 0.000
H -0.39500 6.52445 -2.38547 0.000
H 0.65761 5.08564 -4.13786 0.000
H 1.59723 2.88912 -3.53226 0.000
F -0.13444 -5.10254 -1.41536 0.000
C 0.89338 -4.99281 -0.56874 0.000
C 1.02225 -3.94497 0.23668 0.000
N 2.09773 -3.81827 1.11400 0.000
C 2.11971 -2.68761 2.03639 0.000
C 1.90806 -1.39922 1.28596 -0.001
O 1.42000 -0.44653 1.96763 -0.007
O 2.16574 -1.30133 0.05847 -0.007
C 3.07610 -4.77753 1.20069 0.000
O 4.01583 -4.72543 1.97178 0.000
N 2.89597 -5.84551 0.33908 0.000
C 1.85646 -6.07430 -0.56384 0.000
O 1.81236 -7.08690 -1.22906 0.000
H 0.28463 -3.14404 0.24136 0.000
H 3.08918 -2.65063 2.52199 0.000
H 1.35299 -2.78261 2.80007 0.000
H 3.59677 -6.56829 0.39977 0.000
```

Kohn-Sham gap (alpha / beta) (eV): 7.1 / 7.1
Multiplicity: 6
Charge: -1
Maximum force (hartree/bohr): 0.03044
Total energy (eV): -341078.767

---

Record 8
Entry from the Open Molecules 2025 dataset: the molecule C9H8Cl2Si (the ωB97M-V functional and the def2-TZVPD basis).

XYZ file:
```
20
Properties=species:S:1:pos:R:3:lowdin_charge:R:1
C -2.54886 1.07347 -0.51315 -0.095
C -2.06722 1.37370 0.72496 -0.127
C -1.89704 0.06130 -1.30765 -0.009
C -0.83446 0.86168 1.21608 -0.067
C -0.77159 -0.54808 -0.75316 -0.219
C -0.24453 -0.16832 0.52342 -0.218
C 0.08176 -1.56809 -1.29065 -0.061
C 1.17713 -1.69718 -0.57801 -0.131
C 1.14398 -0.78453 0.59219 -0.421
Si 2.51706 0.49262 0.63783 -0.167
Cl 2.01434 1.73720 -0.85715 0.388
Cl 4.21400 -0.61622 0.28580 0.290
H -3.50165 1.56526 -0.90393 0.122
H -2.55637 2.10346 1.45795 0.122
H -2.22338 -0.35062 -2.25748 0.105
H -0.44182 1.32761 2.22737 0.148
H -0.25991 -2.18673 -2.22457 0.154
H 2.03298 -2.40799 -0.50295 0.112
H 1.34995 -1.24707 1.52824 0.103
H 2.81562 0.97855 1.99489 -0.029
```

Kohn-Sham gap (eV): 9.2
Relative energy (zero: lowest compared OMol25 entry of this formula, charge and spin) (eV): 0.000
SMILES: Cl[SiH](Cl)[C@@H]1C=Cc2ccccc21
Maximum force (hartree/bohr): 0.08261
Total energy (eV): -42387.110